1.
A molecular structure, C43H40N2P2ReS, computed with the ωB97M-V functional and the def2-TZVPD basis.

The geometry in XYZ format:
```
89
C43H40N2P2ReS | the Open Molecules 2025 dataset | the ωB97M-V functional and the def2-TZVPD basis
Re 1.234 -0.885 1.424
S -0.441 3.118 -4.438
P 1.195 -0.831 -0.938
P -0.153 1.051 1.358
N 0.056 -2.529 1.480
N -0.063 0.636 -0.566
C 0.216 -2.306 5.370
C 1.784 -0.116 4.442
C 0.105 -1.409 -4.839
C -1.710 0.103 1.310
C 3.246 0.863 -0.073
C -2.080 2.569 2.668
C -1.065 2.564 1.682
C 1.206 3.874 -4.247
C -1.245 -4.346 0.653
C -2.841 0.348 0.503
C -1.422 -4.594 -1.751
C 0.388 -2.066 3.910
C 2.267 -2.427 -4.457
C 0.812 -1.474 6.247
C 4.761 2.191 -1.411
C -0.119 -2.774 -0.819
C -1.090 3.647 -2.806
C -2.928 -1.702 2.401
C -1.061 -4.089 3.073
C 2.547 0.434 -1.219
C 1.152 -1.244 -2.653
C -1.771 -0.933 2.255
C -1.318 4.989 1.510
C 1.631 -0.329 5.761
C 2.240 -1.988 -3.130
C -2.341 4.964 2.455
C -0.614 -3.465 -1.929
C -0.205 -2.893 2.815
C 0.076 1.803 -1.480
C 1.202 -2.133 -5.312
C -4.042 -1.447 1.600
C 4.089 1.792 -2.564
C -1.739 -5.036 -0.462
C -0.433 -3.213 0.467
C 1.201 -0.930 3.500
C 0.074 -0.968 -3.512
C -1.555 -4.779 2.032
C 4.339 1.727 -0.167
C 2.995 0.927 -2.479
C -2.717 3.756 3.039
C -0.676 3.805 1.136
C -3.998 -0.423 0.652
C -1.262 2.468 -1.840
H -3.498 3.739 3.787
H 1.689 3.531 -3.309
H 2.512 0.674 -3.410
H -2.076 4.126 -2.985
H 3.113 -2.995 -4.822
H -0.789 -0.420 -3.161
H 0.817 2.524 -1.082
H -4.863 -0.225 0.032
H -2.833 5.884 2.746
H -0.372 -3.127 -2.928
H 2.958 -0.885 1.424
H 3.069 -2.226 -2.475
H -2.962 -2.495 3.136
H -0.377 -3.134 5.740
H 0.696 -1.635 7.314
H 1.845 3.539 -5.088
H -0.917 -1.145 2.887
H 1.126 4.980 -4.282
H -1.937 1.717 -2.305
H 0.464 1.460 -2.453
H 2.377 0.712 4.076
H -2.365 -5.911 -0.335
H 4.413 2.158 -3.529
H -0.449 4.427 -2.342
H -1.011 5.931 1.072
H 0.506 -1.901 -0.963
H -2.179 -5.651 2.208
H -1.292 -4.412 4.081
H 0.126 3.876 0.424
H -1.803 -5.126 -2.614
H 5.607 2.863 -1.481
H 4.860 2.039 0.729
H -0.725 -1.191 -5.500
H -2.850 1.127 -0.229
H -1.755 2.865 -0.940
H 1.223 -2.474 -6.339
H -4.939 -2.042 1.713
H -2.389 1.662 3.168
H 2.107 0.335 6.475
H 2.951 0.528 0.910
```

Properties
Net charge: +2
M: 865.03 g mol⁻¹
Multiplicity: 4
Frontier orbital gap (spin up / spin down): 5.132 / 5.125 eV
Energy above the lowest of the compared OMol25 structures with the same formula, charge and spin: 0.0 kcal per mole
E: -79738.52223 eV


2.
A single CH5O2PS molecule, computed with the ωB97M-V functional and the def2-TZVPD basis.

The geometry in XYZ format:
```
10
CH5O2PS | the Open Molecules 2025 dataset | the ωB97M-V functional and the def2-TZVPD basis
S 0.001 -1.158 -2.079
P -0.022 -1.135 0.072
O 1.576 -1.341 0.310
O 0.068 0.458 0.243
C -0.859 1.429 0.690
H -1.666 0.904 1.365
H 2.104 -0.513 0.351
H 0.353 -2.534 -2.242
H -0.397 1.966 1.456
H -1.157 1.924 -0.165
```

Properties
Net charge: 0
M: 112.09 g mol⁻¹
SMILES: COP(O)S
Frontier orbital gap: 9.788 eV
Energy above the lowest of the compared OMol25 structures with the same formula, charge and spin: 20.9 kcal per mole
E: -25337.38628 eV


3.
A single C6H11P molecule, computed with the ωB97M-V functional and the def2-TZVPD basis.

The geometry in XYZ format:
```
18
C6H11P | the Open Molecules 2025 dataset | the ωB97M-V functional and the def2-TZVPD basis
P 1.645 -1.952 1.238
C -0.945 -1.289 -0.824
C 1.335 -0.501 0.062
C 0.357 0.168 2.752
C 0.884 -0.544 1.627
C 0.023 0.968 -1.582
C 0.381 -0.494 -1.158
H 0.973 1.365 -1.631
H -1.373 -1.814 -1.576
H -0.434 1.352 -0.797
H -0.472 0.746 -2.600
H -0.640 0.762 2.515
H 2.326 0.065 -0.195
H -1.733 -0.646 -0.404
H 0.844 -1.093 -2.001
H 0.917 1.060 3.058
H -0.751 -2.172 -0.188
H 0.218 -0.519 3.683
```

Properties
Net charge: 0
M: 114.13 g mol⁻¹
SMILES: CC1=P[C@H]1C(C)C
Frontier orbital gap: 9.137 eV
Energy above the lowest of the compared OMol25 structures with the same formula, charge and spin: 54.1 kcal per mole
E: -15685.49930 eV


4.
A molecular structure, C8H21FHgNO5PSi, computed with the ωB97M-V functional and the def2-TZVPD basis.

The geometry in XYZ format:
```
39
C8H21FHgNO5PSi | the Open Molecules 2025 dataset | the ωB97M-V functional and the def2-TZVPD basis
Hg -4.287 -0.496 -2.746
P -1.983 -1.490 2.164
Si -1.927 -1.314 -0.110
F -4.080 2.012 0.464
O -2.808 -0.373 2.618
O -2.463 -2.950 2.560
O -0.462 -1.439 2.623
O -0.419 -1.044 -0.683
O 2.719 2.581 0.970
N 2.034 -0.226 -1.269
C 0.416 -2.099 -1.152
C -2.069 2.545 -0.585
C 4.288 0.866 0.438
C -2.839 1.509 0.183
C -3.050 0.162 -0.532
C 1.892 -1.641 -1.056
C 1.847 0.672 -0.169
C 3.062 1.652 -0.008
H -1.071 2.188 -0.844
H -2.608 2.806 -1.498
H 4.038 0.080 1.152
H 2.452 3.429 0.586
H 0.284 -2.999 -0.547
H 2.292 -1.923 -0.071
H 2.904 -0.043 -1.760
H 0.954 1.293 -0.326
H -2.381 1.260 1.159
H -1.976 3.445 0.019
H 2.468 -2.171 -1.812
H 4.798 0.418 -0.418
H 3.248 2.127 -0.977
H 4.981 1.548 0.926
H -4.082 -0.139 -0.287
H -2.495 -2.515 -0.785
H 1.689 0.110 0.755
H -2.879 0.399 -1.640
H -0.117 -2.281 2.976
H -2.537 -3.626 1.868
H 0.168 -2.335 -2.188
```

Properties
Net charge: +2
M: 489.91 g mol⁻¹
Frontier orbital gap: 2.419 eV
E: -44403.78880 eV


5.
A molecular structure, C3H3HgLiO3, computed with the ωB97M-V functional and the def2-TZVPD basis.

The geometry in XYZ format:
```
11
C3H3HgLiO3 | the Open Molecules 2025 dataset | the ωB97M-V functional and the def2-TZVPD basis
Hg 3.413 0.819 0.216
O 2.257 -1.010 0.105
O -1.223 -0.826 -0.346
O -2.370 0.741 0.810
C -2.347 0.104 -0.234
C 1.064 -1.354 -0.023
C 0.006 -0.412 -0.090
Li -3.961 1.345 -0.171
H 2.212 2.393 -0.337
H 0.802 -2.417 -0.185
H 0.146 0.617 0.255
```

Properties
Net charge: 0
M: 294.58 g mol⁻¹
Multiplicity: 3
Frontier orbital gap (spin up / spin down): 4.923 / 6.888 eV
Energy above the lowest of the compared OMol25 structures with the same formula, charge and spin: 47.9 kcal per mole
E: -13676.80973 eV


6.
2 unconnected molecules or ions with the total composition C5H10N2O, computed with the ωB97M-V functional and the def2-TZVPD basis.

The geometry in XYZ format:
```
18
C5H10N2O | the Open Molecules 2025 dataset | the ωB97M-V functional and the def2-TZVPD basis
O 0.432 1.303 -0.176
N -0.477 3.816 1.428
N -0.293 -0.902 -0.489
C 0.690 -0.036 -0.040
C -1.426 -0.417 -1.237
C -0.486 -2.188 0.131
C 0.623 3.591 1.231
C 1.870 -0.412 0.457
H 0.280 -2.357 0.884
H -2.244 -0.052 -0.595
H 2.564 0.332 0.795
H -0.518 1.466 -0.176
H 2.180 -1.438 0.495
H -1.468 -2.235 0.619
H -1.815 -1.241 -1.836
H 1.642 3.383 1.045
H -0.433 -2.986 -0.617
H -1.119 0.375 -1.921
```

Properties
Net charge: 0
M: 114.15 g mol⁻¹
SMILES: C=C(O)N(C)C.C#N
Frontier orbital gap: 8.570 eV
Energy above the lowest of the compared OMol25 structures with the same formula, charge and spin: 53.5 kcal per mole
E: -10372.98329 eV